C27H20ClF3N4O6W as an isolated structure. Source: OMol25; level of theory: ωB97M-V/def2-TZVPD.

Its charge is +2. As for the expectation value of S²: 2.09. The spin multiplicity is 3. The calculation puts the LUMO energy (spin up / spin down) at -7.060 / -7.255 eV. The HOMO-LUMO gap (spin up / spin down) is 7.43 / 7.22 eV.

Geometry (Å):
1 W -0.372 -0.491 0.109
2 O 2.465 -6.025 -2.996
3 C 1.379 -5.369 -3.597
4 C 1.007 -4.184 -2.756
5 C 0.029 -3.292 -3.187
6 C -0.321 -2.231 -2.379
7 N 0.249 -2.068 -1.175
8 C 1.300 -2.833 -0.810
9 C 1.683 -3.918 -1.564
10 C 2.042 -2.275 0.333
11 C 3.049 -2.936 1.003
12 C 3.723 -2.283 2.032
13 C 4.800 -2.990 2.810
14 O 5.059 -4.263 2.277
15 C 3.351 -0.976 2.344
16 C 2.330 -0.377 1.643
17 N 1.677 -1.008 0.651
18 H 2.691 -6.813 -3.501
19 H 0.498 -6.017 -3.671
20 H 1.619 -5.018 -4.608
21 H -0.437 -3.401 -4.158
22 H -2.273 -1.521 -2.733
23 H 2.520 -4.539 -1.282
24 H 3.319 -3.951 0.753
25 H 4.442 -3.096 3.841
26 H 5.690 -2.357 2.849
27 H 5.984 -4.344 2.030
28 H 3.847 -0.425 3.131
29 H 2.003 0.629 1.870
30 O -0.661 1.122 1.678
31 Cl -1.688 0.175 2.218
32 O -2.465 0.662 3.251
33 O -2.426 -0.146 0.954
34 O -0.924 -1.034 2.471
35 N 0.007 1.335 -9.050
36 C -0.209 0.928 -8.000
37 C -0.478 0.417 -6.685
38 C -1.649 -0.293 -6.439
39 C -1.899 -0.780 -5.165
40 C -0.988 -0.566 -4.138
41 C 0.183 0.145 -4.392
42 C 0.441 0.636 -5.658
43 C -1.254 -1.109 -2.747
44 C -1.111 -0.073 -1.643
45 H -2.356 -0.460 -7.240
46 H -2.811 -1.336 -4.978
47 H 0.904 0.308 -3.598
48 H 1.350 1.186 -5.864
49 F -3.348 5.745 -2.725
50 C -4.135 4.716 -2.426
51 F -5.038 4.566 -3.391
52 F -4.772 4.983 -1.285
53 C -3.321 3.443 -2.257
54 C -1.984 3.505 -1.901
55 C -1.290 2.330 -1.720
56 N -1.893 1.132 -1.874
57 C -3.195 1.067 -2.225
58 C -3.933 2.208 -2.423
59 H -1.476 4.451 -1.777
60 H -0.240 2.295 -1.469
61 H -3.624 0.081 -2.313
62 H -4.975 2.130 -2.698

These are the Löwdin partial charges, in e, on atoms 1 to 5: atom 1 (W): 1.635, atom 2 (O): -0.034, atom 3 (C): -0.193, atom 4 (C): -0.114, atom 5 (C): 0.083

***

C5H7FO2 as an isolated structure. Source: OMol25; level of theory: ωB97M-V/def2-TZVPD.

The calculation puts the LUMO energy at 0.626 eV. The HOMO-LUMO gap is 8.49 eV.

Geometry (Å):
1 C -1.739 0.393 0.123
2 C -3.005 0.752 -0.191
3 C 0.047 -0.845 0.848
4 C 0.841 0.451 0.446
5 C 1.873 0.291 -0.556
6 O -1.333 -0.537 1.057
7 O -0.708 0.946 -0.549
8 F 1.019 1.464 1.285
9 H -3.247 1.450 -0.922
10 H -3.960 0.516 0.274
11 H 0.292 -1.602 0.031
12 H 0.263 -1.317 1.841
13 H 1.521 0.963 -1.437
14 H 1.961 -0.770 -0.922
15 H 2.740 0.731 -0.054

These are the Löwdin partial charges, in e, on atoms 1 to 5: atom 1 (C): -0.476, atom 2 (C): 0.053, atom 3 (C): -0.089, atom 4 (C): -0.303, atom 5 (C): -0.007

***

One molecule with the formula C4H10N2O. Source: OMol25; level of theory: ωB97M-V/def2-TZVPD.

The SMILES is C[C@H](N)CC(N)=O. The calculation puts the LUMO energy at 0.972 eV. The HOMO-LUMO gap is 9.69 eV.

Geometry (Å):
1 C 1.470 -1.293 1.117
2 C 0.495 -0.776 -0.005
3 C -0.281 0.529 0.517
4 C -1.534 0.754 -0.304
5 N -2.223 1.910 -0.386
6 O -2.031 -0.202 -0.943
7 N 1.150 -0.525 -1.291
8 H 2.413 -0.901 1.048
9 H 1.758 -2.379 0.905
10 H 1.123 -1.299 2.200
11 H -0.295 -1.478 -0.319
12 H -0.250 0.508 1.559
13 H 0.378 1.446 0.411
14 H -3.087 1.889 -0.938
15 H -1.904 2.800 -0.314
16 H 0.912 -1.083 -2.020
17 H 1.908 0.100 -1.235

These are the Löwdin partial charges, in e, on atoms 1 to 5: atom 1 (C): -0.068, atom 2 (C): -0.387, atom 3 (C): -0.072, atom 4 (C): -0.494, atom 5 (N): 0.162

***

C10H4ClIO2Sr as an isolated structure. Source: OMol25; level of theory: ωB97M-V/def2-TZVPD.

Its charge is +2. The calculation puts the LUMO energy at -9.048 eV. The HOMO-LUMO gap is 6.32 eV.

Geometry (Å):
1 O -2.058 2.176 1.904
2 C -1.412 1.816 0.879
3 C -1.423 2.790 -0.400
4 C -0.664 2.513 -1.569
5 C 0.293 1.218 -1.653
6 O 1.036 1.151 -2.659
7 C 0.243 0.129 -0.481
8 C -0.622 0.439 0.792
9 C -0.772 -0.558 1.987
10 C -0.007 -1.918 1.841
11 C 0.884 -2.238 0.588
12 I 1.992 -4.142 0.435
13 C 1.012 -1.214 -0.592
14 Cl 2.068 -1.676 -2.014
15 H -2.081 3.731 -0.403
16 H -0.711 3.212 -2.468
17 H -1.397 -0.339 2.911
18 H -0.074 -2.722 2.645
19 Sr 3.692 -4.368 -1.742

These are the Löwdin partial charges, in e, on atoms 1 to 5: atom 1 (O): 0.081, atom 2 (C): -0.255, atom 3 (C): 0.045, atom 4 (C): 0.040, atom 5 (C): -0.266

***

One molecule with the formula F2HISi. Source: OMol25; level of theory: ωB97M-V/def2-TZVPD.

The SMILES is F[SiH](F)I. The calculation puts the LUMO energy at 0.445 eV. The HOMO-LUMO gap is 11.13 eV.

Geometry (Å):
1 F 0.251 0.841 -1.360
2 F 0.330 0.859 1.271
3 Si 0.116 -0.008 -0.053
4 I -2.034 -0.972 -0.065
5 H 1.337 -0.720 0.207

Here is what Löwdin gives for the atomic charges, in e: atom 1 (F): -0.178, atom 2 (F): -0.219, atom 3 (Si): -0.135, atom 4 (I): 0.550, atom 5 (H): -0.018

***

A 13-piece molecular cluster, C52H65N13 overall. Source: OMol25; level of theory: ωB97M-V/def2-TZVPD.

The calculation puts the LUMO energy at 0.434 eV. The HOMO-LUMO gap is 7.90 eV.

Geometry (Å):
1 N -0.211 3.880 3.253
2 C 0.285 4.196 2.021
3 C 1.680 4.367 2.121
4 C 2.113 4.036 3.408
5 C 0.909 3.857 4.116
6 H -1.190 3.776 3.479
7 H -0.448 4.267 1.231
8 H 2.368 4.759 1.386
9 H 3.141 4.042 3.742
10 H 0.737 3.659 5.164
11 N -2.900 2.665 0.802
12 C -2.523 3.857 0.145
13 C -3.464 4.872 0.433
14 C -4.597 4.275 0.931
15 C -4.168 3.004 1.295
16 H -2.432 1.773 0.723
17 H -1.623 3.760 -0.444
18 H -3.333 5.889 0.093
19 H -5.470 4.903 1.024
20 H -4.681 2.293 1.926
21 N -2.071 -5.152 1.351
22 C -2.873 -6.298 1.399
23 C -4.139 -6.015 0.879
24 C -4.116 -4.611 0.583
25 C -2.803 -4.218 0.682
26 H -1.105 -5.074 1.636
27 H -2.614 -7.225 1.890
28 H -4.908 -6.772 0.925
29 H -4.986 -4.065 0.248
30 H -2.403 -3.238 0.470
31 N 1.845 0.783 -4.135
32 C 2.706 1.788 -3.725
33 C 2.640 2.841 -4.677
34 C 1.477 2.598 -5.495
35 C 1.092 1.298 -5.199
36 H 1.836 -0.130 -3.704
37 H 3.290 1.750 -2.817
38 H 3.135 3.796 -4.579
39 H 1.058 3.319 -6.181
40 H 0.291 0.684 -5.582
41 N 1.143 -4.911 -2.652
42 C 1.416 -3.853 -3.435
43 C 0.914 -2.717 -2.779
44 C 0.352 -3.120 -1.605
45 C 0.424 -4.465 -1.534
46 H 1.262 -5.909 -2.751
47 H 1.914 -4.028 -4.377
48 H 0.983 -1.670 -3.039
49 H -0.164 -2.438 -0.946
50 H 0.004 -5.008 -0.700
51 N -1.104 4.875 -2.645
52 C 0.207 4.439 -2.911
53 C 1.027 5.298 -2.369
54 C 0.258 6.315 -1.684
55 C -1.060 6.150 -2.019
56 H -1.966 4.548 -3.057
57 H 0.414 3.603 -3.562
58 H 2.089 5.206 -2.541
59 H 0.715 7.119 -1.126
60 H -1.983 6.596 -1.677
61 N 0.700 1.590 0.220
62 C 0.122 0.707 1.051
63 C -0.656 -0.053 0.259
64 C -0.516 0.256 -1.067
65 C 0.302 1.353 -1.105
66 H 1.468 2.212 0.427
67 H 0.346 0.705 2.108
68 H -1.282 -0.847 0.638
69 H -1.042 -0.179 -1.904
70 H 0.538 1.749 -2.081
71 N -5.231 -1.413 -2.378
72 C -6.477 -0.840 -2.677
73 C -6.589 0.363 -1.991
74 C -5.511 0.382 -1.133
75 C -4.719 -0.786 -1.335
76 H -4.790 -2.254 -2.721
77 H -7.203 -1.308 -3.326
78 H -7.385 1.084 -2.104
79 H -5.248 1.179 -0.453
80 H -3.715 -0.995 -0.997
81 N 2.574 0.770 7.248
82 C 1.445 1.374 6.753
83 C 1.018 0.573 5.755
84 C 1.806 -0.586 5.710
85 C 2.686 -0.497 6.706
86 H 3.160 1.169 7.968
87 H 1.078 2.337 7.076
88 H 0.355 0.862 4.953
89 H 1.920 -1.429 5.044
90 H 3.473 -1.037 7.211
91 N 4.099 0.669 -0.079
92 C 3.989 -0.509 -0.718
93 C 4.865 -0.500 -1.804
94 C 5.546 0.774 -1.777
95 C 4.959 1.513 -0.770
96 H 3.776 0.932 0.841
97 H 3.306 -1.214 -0.269
98 H 5.081 -1.194 -2.604
99 H 6.272 1.186 -2.463
100 H 5.359 2.441 -0.389
101 N 3.858 0.993 3.745
102 C 5.193 1.291 3.772
103 C 5.877 0.269 3.068
104 C 4.919 -0.584 2.546
105 C 3.703 -0.120 3.054
106 H 3.137 1.586 4.131
107 H 5.422 2.193 4.320
108 H 6.957 0.252 3.043
109 H 5.094 -1.414 1.877
110 H 2.717 -0.561 3.028
111 N 1.736 -4.141 1.469
112 C 1.325 -2.806 1.532
113 C 0.551 -2.521 2.586
114 C 0.444 -3.820 3.307
115 C 1.113 -4.779 2.546
116 H 2.393 -4.586 0.844
117 H 1.638 -2.167 0.720
118 H 0.239 -1.500 2.754
119 H 0.076 -3.907 4.318
120 H 1.365 -5.769 2.896
121 N -4.095 -4.871 -4.467
122 C -4.079 -3.833 -5.311
123 C -3.423 -2.786 -4.767
124 C -3.109 -3.201 -3.438
125 C -3.387 -4.572 -3.362
126 H -4.428 -5.791 -4.718
127 H -4.546 -3.902 -6.283
128 H -3.226 -1.785 -5.122
129 H -2.607 -2.604 -2.692
130 H -3.127 -5.323 -2.631

These are the Löwdin partial charges, in e, on atoms 1 to 5: atom 1 (N): 0.046, atom 2 (C): -0.138, atom 3 (C): -0.132, atom 4 (C): -0.114, atom 5 (C): -0.127

***

| no. | F_max (hartree/bohr) | M (g/mol) |
| --- | --- | --- |
| 1 | 0.0139 | 772.8 |
| 2 | 0.1009 | 118.1 |
| 3 | 0.0836 | 102.1 |
| 4 | 0.1003 | 406.1 |
| 5 | 0.0324 | 194.0 |
| 6 | 0.0904 | 872.2 |